# 1
DFT (ωB97M-V/def2-TZVPD) results for a structure of composition C36H34FeN5S.

Last column: Löwdin charge in e.
Atoms and positions in Å:
Fe1 0.094 0.194 0.017  0.63
C1 0.323 -0.147 4.337  0.00
C2 -0.574 -1.164 4.613  0.00
C3 -1.309 -1.718 3.573  0.03
C4 -1.130 -1.230 2.295  -0.18
N1 -0.246 -0.251 2.024  0.05
C5 0.465 0.272 3.026  -0.06
C6 -1.879 -1.713 1.113  -0.17
C7 -3.056 -2.443 1.133  0.04
C8 -3.650 -2.759 -0.083  0.01
C9 -3.070 -2.332 -1.273  0.03
C10 -1.886 -1.620 -1.201  -0.19
N2 -1.325 -1.336 -0.032  0.10
C11 -1.136 -1.058 -2.349  -0.19
C12 -1.332 -1.438 -3.660  0.03
C13 -0.609 -0.800 -4.660  0.00
C14 0.296 0.188 -4.315  0.00
C15 0.466 0.489 -2.974  -0.07
N3 -0.235 -0.117 -2.011  0.05
H1 0.915 0.310 5.117  0.13
H2 -0.702 -1.527 5.624  0.13
H3 -1.994 -2.533 3.759  0.13
H4 1.170 1.048 2.760  0.11
H5 -3.515 -2.739 2.065  0.13
H6 -4.570 -3.327 -0.103  0.13
H7 -3.544 -2.537 -2.222  0.13
H8 -2.022 -2.233 -3.905  0.13
H9 -0.753 -1.076 -5.696  0.13
H10 0.873 0.711 -5.063  0.13
H11 1.185 1.231 -2.652  0.11
C16 3.971 4.413 0.316  -0.08
N4 2.733 3.693 0.096  -0.28
C17 2.372 3.496 -1.284  -0.11
C18 2.371 2.635 1.017  -0.17
C19 2.875 1.268 0.580  -0.22
C20 4.251 0.996 0.558  -0.01
C21 4.741 -0.213 0.092  -0.05
C22 3.880 -1.194 -0.380  -0.06
C23 2.507 -0.962 -0.372  -0.09
C24 2.065 0.258 0.103  -0.14
H12 3.948 5.347 -0.247  0.09
H13 4.871 3.868 0.000  0.08
H14 4.073 4.657 1.374  0.09
H15 2.396 4.449 -1.814  0.10
H16 1.360 3.092 -1.345  0.02
H17 3.041 2.801 -1.821  0.10
H18 1.280 2.590 1.096  0.08
H19 2.771 2.889 2.000  0.13
H20 4.938 1.750 0.923  0.12
H21 5.807 -0.396 0.098  0.12
H22 4.262 -2.137 -0.749  0.12
H23 1.826 -1.730 -0.731  0.11
N5 -0.983 1.765 0.110  -0.35
S1 -1.186 3.157 -0.668  1.11
C25 -2.862 3.156 -1.272  -0.40
C26 -3.543 1.955 -1.393  -0.08
C27 -4.830 1.966 -1.918  -0.06
C28 -5.406 3.159 -2.326  -0.05
C29 -4.704 4.354 -2.207  -0.04
C30 -3.423 4.361 -1.680  -0.07
C31 -1.261 4.417 0.570  -0.40
C32 -0.146 5.233 0.697  -0.07
C33 -0.119 6.167 1.726  -0.04
C34 -1.186 6.260 2.605  -0.04
C35 -2.291 5.422 2.474  -0.05
C36 -2.338 4.493 1.451  -0.07
H24 -1.714 1.614 0.805  0.05
H25 -3.074 1.030 -1.085  0.08
H26 -5.383 1.040 -2.006  0.11
H27 -6.403 3.161 -2.745  0.12
H28 -5.158 5.283 -2.521  0.12
H29 -2.878 5.291 -1.579  0.12
H30 0.686 5.139 0.011  0.09
H31 0.736 6.820 1.835  0.12
H32 -1.166 6.999 3.396  0.12
H33 -3.118 5.501 3.167  0.12
H34 -3.203 3.853 1.330  0.12

Atoms 1-3, force components in eV/Å:
-0.85 -1.21 0.04
-0.03 -0.03 0.00
0.00 0.00 0.01

Summary:
- 2S+1 = 2
- LUMO (spin up / spin down) (eV) = -6.8 / -6.3
- HOMO level (spin up / spin down) (eV) = -12.8 / -12.8
- energy above the lowest of the compared OMol25 structures with the same formula, charge and spin (kcal per mole) = 9.38
- HOMO-LUMO gap (spin up / spin down) (eV) = 5.96 / 6.43
- E (eV) = -90542.4788
- charge = +2


# 2
DFT (ωB97M-V/def2-TZVPD) results for a structure of composition C4H5I3.

Last column: natural (NBO) charge in e.
Atoms and positions in Å:
C1 -0.030 0.008 -0.512  -0.46
C2 0.492 0.334 0.874  -0.50
C3 -1.340 0.675 -0.561  -0.30
C4 -2.416 0.182 -0.009  -0.30
I1 0.934 2.423 1.024  0.07
I2 -2.798 -1.478 1.133  0.25
I3 -4.336 1.340 -0.600  0.08
H1 0.675 0.356 -1.486  0.23
H2 -0.195 -1.051 -0.522  0.23
H3 1.474 -0.176 1.053  0.23
H4 -0.261 0.019 1.554  0.22
H5 -1.356 1.560 -1.175  0.25

Atoms 1-3, force components in eV/Å:
1.91 1.11 -1.57
2.76 -0.40 -1.06
-0.02 -0.12 -1.35

Summary:
- 2S+1 = 1
- LUMO (eV) = -0.6
- HOMO level (eV) = -9.2
- energy above the lowest of the compared OMol25 structures with the same formula, charge and spin (kcal per mole) = 7.56
- HOMO-LUMO gap (eV) = 8.66
- E (eV) = -28529.2402
- charge = 0


# 3
DFT (ωB97M-V/def2-TZVPD) results for a structure of composition C25H41BF6O2PPd.

Last column: Löwdin charge in e.
Atoms and positions in Å:
Pd1 1.801 -0.666 0.991  0.87
O1 1.605 0.540 3.168  -0.06
H1 1.563 0.007 3.969  0.06
H2 2.268 1.218 3.340  0.07
F1 -0.460 -4.040 1.141  0.33
C1 0.313 -3.719 2.047  -0.07
F2 0.318 -2.532 2.395  0.28
H3 0.823 -4.494 2.624  0.21
O2 -0.117 0.388 0.602  -0.40
P1 -1.133 0.568 -0.526  0.86
C2 -2.821 0.184 0.064  -0.31
C3 -3.736 1.371 0.468  -0.16
C4 -3.929 1.496 1.990  -0.18
C5 -2.673 1.132 2.777  -0.18
C6 -2.293 -0.341 2.548  -0.20
C7 -2.797 -0.871 1.193  -0.18
C8 -0.693 -0.534 -1.908  -0.34
C9 -0.705 -2.030 -1.542  -0.19
C10 -2.039 -2.746 -1.778  -0.19
C11 -2.537 -2.507 -3.201  -0.19
C12 -2.715 -1.014 -3.449  -0.19
C13 -1.390 -0.271 -3.265  -0.17
C14 -1.051 2.257 -1.193  -0.33
C15 0.221 2.490 -2.033  -0.18
C16 1.508 2.455 -1.204  -0.18
C17 1.363 3.209 0.136  -0.18
C18 0.152 4.135 0.106  -0.19
C19 -1.147 3.337 -0.069  -0.18
H4 -3.251 -0.287 -0.821  0.09
H5 -4.716 1.216 0.013  0.12
H6 -3.359 2.305 0.060  0.08
H7 -4.735 0.829 2.307  0.12
H8 -4.247 2.512 2.229  0.12
H9 -2.834 1.319 3.839  0.11
H10 -1.839 1.765 2.473  0.09
H11 -2.716 -0.963 3.342  0.11
H12 -1.208 -0.425 2.597  0.06
H13 -3.824 -1.227 1.307  0.12
H14 -2.201 -1.736 0.886  0.08
H15 0.362 -0.254 -2.011  0.11
H16 -0.372 -2.144 -0.510  0.06
H17 0.052 -2.525 -2.155  0.13
H18 -2.804 -2.409 -1.073  0.09
H19 -1.895 -3.817 -1.609  0.11
H20 -3.478 -3.034 -3.365  0.12
H21 -1.805 -2.906 -3.912  0.12
H22 -3.476 -0.617 -2.771  0.10
H23 -3.079 -0.837 -4.462  0.12
H24 -1.547 0.797 -3.417  0.10
H25 -0.705 -0.604 -4.050  0.13
H26 -1.920 2.330 -1.856  0.12
H27 0.119 3.475 -2.493  0.12
H28 0.289 1.779 -2.855  0.10
H29 2.313 2.890 -1.798  0.12
H30 1.781 1.420 -1.003  0.05
H31 2.270 3.779 0.345  0.11
H32 1.231 2.492 0.949  0.08
H33 0.264 4.866 -0.699  0.12
H34 0.084 4.701 1.036  0.12
H35 -1.966 4.023 -0.289  0.12
H36 -1.373 2.867 0.886  0.08
C20 6.315 -0.514 0.514  -0.07
C21 5.504 -0.275 -0.585  -0.06
C22 4.138 -0.067 -0.419  -0.09
C23 3.618 -0.094 0.856  -0.23
C24 4.405 -0.317 1.968  -0.10
C25 5.768 -0.533 1.788  -0.07
H37 7.374 -0.689 0.378  0.11
H38 5.923 -0.258 -1.583  0.11
H39 3.512 0.096 -1.287  0.10
H40 3.989 -0.343 2.967  0.09
H41 6.393 -0.722 2.651  0.11
F3 2.376 -2.427 -0.521  0.07
B1 2.843 -3.412 0.409  -1.19
F4 1.899 -4.478 0.472  0.12
F5 2.709 -2.795 1.715  0.03
F6 4.117 -3.774 0.165  0.22

Atoms 1-3, force components in eV/Å:
-0.13 1.57 -0.18
-0.12 -0.06 -0.04
0.04 0.08 0.07

Summary:
- 2S+1 = 1
- LUMO (eV) = -5.8
- HOMO level (eV) = -11.2
- energy above the lowest of the compared OMol25 structures with the same formula, charge and spin (kcal per mole) = 68.92
- HOMO-LUMO gap (eV) = 5.38
- E (eV) = -60433.2499
- charge = +1


# 4
DFT (ωB97M-V/def2-TZVPD) results for a structure of composition C17H19N3NiO8P2S.

Last column: natural (NBO) charge in e.
Atoms and positions in Å:
Ni1 0.319 -0.026 -0.228  1.51
O1 4.040 0.589 -0.996  -0.93
S1 3.032 -0.415 -1.178  2.33
O2 2.004 -0.239 -2.191  -1.00
N1 2.146 -0.697 0.123  -1.06
C1 2.567 -0.509 1.426  0.16
C2 3.840 -0.622 1.931  -0.25
C3 4.079 -0.445 3.311  -0.16
C4 3.070 -0.170 4.190  -0.23
C5 1.745 -0.039 3.707  -0.10
C6 0.632 0.254 4.525  -0.10
C7 -0.612 0.382 3.970  -0.27
C8 -0.756 0.233 2.579  0.08
N2 0.262 -0.044 1.798  -0.54
C9 1.506 -0.195 2.332  0.21
C10 3.882 -1.922 -1.581  -0.26
C11 5.257 -2.001 -1.425  -0.22
C12 5.906 -3.194 -1.713  -0.21
C13 5.181 -4.291 -2.152  -0.20
C14 3.804 -4.199 -2.311  -0.20
C15 3.150 -3.013 -2.026  -0.21
H1 4.670 -0.840 1.274  0.23
H2 5.096 -0.538 3.669  0.22
H3 3.262 -0.043 5.247  0.21
H4 0.779 0.378 5.591  0.22
H5 -1.480 0.606 4.573  0.23
H6 -1.712 0.348 2.082  0.23
H7 5.804 -1.126 -1.102  0.24
H8 6.979 -3.262 -1.599  0.22
H9 5.688 -5.220 -2.377  0.22
H10 3.242 -5.054 -2.664  0.22
H11 2.080 -2.918 -2.159  0.23
N3 -2.293 1.877 -3.465  -0.71
C16 -1.112 1.121 -2.853  -0.63
C17 -0.349 0.529 -4.032  -0.65
P1 -1.956 -0.145 -1.807  2.35
O3 -0.958 -1.435 -1.958  -1.02
O4 -3.295 -0.378 -2.391  -1.13
O5 -1.741 0.297 -0.373  -1.19
P2 -0.164 2.473 -1.941  2.40
O6 -1.439 3.334 -1.384  -1.03
O7 0.514 3.225 -3.002  -1.10
O8 0.483 1.898 -0.705  -1.19
H12 -1.994 2.316 -4.335  0.43
H13 -2.604 2.614 -2.819  0.46
H14 -3.055 1.195 -3.612  0.46
H15 -1.028 -0.039 -4.675  0.20
H16 0.434 -0.137 -3.684  0.28
H17 0.123 1.337 -4.592  0.24
H18 -1.421 -2.245 -1.705  0.52
H19 -1.594 3.087 -0.463  0.52

Atoms 1-3, force components in eV/Å:
-0.03 0.38 0.39
-0.03 -0.04 0.06
0.06 -0.03 -0.18

Summary:
- 2S+1 = 3
- LUMO (spin up / spin down) (eV) = -0.2 / -0.4
- HOMO level (spin up / spin down) (eV) = -8.1 / -8.1
- HOMO-LUMO gap (spin up / spin down) (eV) = 7.88 / 7.77
- E (eV) = -109250.8376
- charge = 0


# 5
DFT (ωB97M-V/def2-TZVPD) results for the ion C3H10N2S2 with charge -1.

Last column: natural (NBO) charge in e.
Atoms and positions in Å:
S1 -2.356 0.409 -0.857  -0.63
S2 -0.567 1.812 -0.878  -0.29
C1 0.645 1.011 0.254  -0.54
C2 0.687 -0.517 0.234  -0.09
C3 2.144 -1.009 0.372  -0.21
N1 2.308 -2.434 0.666  -0.85
N2 -0.160 -1.160 1.193  -0.89
H1 -3.320 1.242 -0.461  0.10
H2 1.586 1.308 -0.225  0.20
H3 0.490 1.370 1.266  0.19
H4 0.328 -0.917 -0.704  0.20
H5 2.600 -0.759 -0.575  0.17
H6 2.689 -0.441 1.112  0.17
H7 2.517 -2.555 1.636  0.34
H8 1.438 -2.905 0.474  0.37
H9 -0.023 -1.016 2.196  0.34
H10 -1.129 -1.162 0.972  0.40

Atoms 1-3, force components in eV/Å:
-1.96 -1.91 -0.20
1.96 1.51 0.05
-0.08 -0.11 -1.49

Summary:
- 2S+1 = 2
- LUMO (spin up / spin down) (eV) = 3.8 / 3.7
- HOMO level (spin up / spin down) (eV) = -0.5 / -3.4
- energy above the lowest of the compared OMol25 structures with the same formula, charge and spin (kcal per mole) = 9.32
- HOMO-LUMO gap (spin up / spin down) (eV) = 4.22 / 7.11
- E (eV) = -27923.5414
- charge = -1


# 6
DFT (ωB97M-V/def2-TZVPD) results for a structure of composition C29H39FeN2O8SSi.

Last column: Löwdin charge in e.
Atoms and positions in Å:
Fe1 0.010 0.554 -0.190  0.83
O1 2.192 -2.583 -0.430  0.13
C1 1.530 -2.499 0.717  -0.48
O2 0.649 -3.235 1.075  0.14
C2 1.935 -1.344 1.590  -0.17
C3 3.010 -1.371 2.457  0.02
C4 3.149 -0.327 3.363  -0.02
C5 2.208 0.689 3.390  0.03
C6 1.188 0.654 2.458  -0.18
N1 1.072 -0.329 1.570  0.08
C7 0.112 1.721 2.364  -0.56
O3 0.026 2.566 3.224  0.10
O4 -0.653 1.591 1.314  -0.13
H1 1.655 -3.158 -1.028  0.10
H2 3.705 -2.198 2.434  0.13
H3 3.981 -0.320 4.056  0.12
H4 2.244 1.506 4.095  0.13
C8 -2.874 2.064 -0.538  -0.02
C9 -1.904 2.518 -1.584  -0.30
C10 -2.325 3.394 -2.609  -0.01
C11 -1.444 3.781 -3.570  0.01
C12 -0.099 3.352 -3.515  -0.15
C13 0.875 3.757 -4.456  -0.04
C14 2.171 3.363 -4.291  -0.08
C15 2.546 2.563 -3.194  -0.12
C16 1.627 2.131 -2.268  -0.57
S1 2.118 1.191 -0.870  0.74
C17 0.269 2.519 -2.441  -0.22
N2 -0.656 2.095 -1.527  0.07
H5 -3.897 2.181 -0.890  0.09
H6 -2.734 2.648 0.372  0.09
H7 -2.713 1.020 -0.272  0.06
H8 -3.355 3.723 -2.624  0.12
H9 -1.756 4.432 -4.379  0.12
H10 0.579 4.388 -5.284  0.11
H11 2.928 3.674 -4.999  0.11
H12 3.585 2.288 -3.066  0.11
C18 -3.655 -1.882 -4.764  -0.02
C19 -2.932 -1.176 -3.626  -0.63
C20 -2.466 0.203 -4.074  -0.01
C21 -3.834 -1.080 -2.401  -0.02
O5 -1.806 -1.995 -3.306  -0.10
Si1 -0.470 -1.783 -2.386  0.05
O6 -0.745 -0.892 -1.059  -0.30
O7 0.742 -1.035 -3.172  -0.10
C22 1.496 -1.302 -4.361  -0.62
C23 1.249 -2.711 -4.887  -0.03
C24 2.958 -1.131 -3.974  -0.01
C25 1.091 -0.273 -5.408  -0.01
O8 0.061 -3.311 -2.057  -0.13
C26 -0.678 -4.549 -1.887  -0.61
C27 0.308 -5.555 -1.312  -0.03
C28 -1.161 -5.029 -3.251  -0.02
C29 -1.842 -4.329 -0.931  -0.01
H13 -4.539 -1.319 -5.067  0.09
H14 -3.968 -2.879 -4.450  0.09
H15 -2.991 -1.983 -5.624  0.09
H16 -3.322 0.858 -4.243  0.10
H17 -1.896 0.135 -5.000  0.08
H18 -1.826 0.655 -3.315  0.06
H19 -4.694 -0.438 -2.605  0.09
H20 -3.277 -0.675 -1.557  0.06
H21 -4.202 -2.069 -2.126  0.09
H22 1.553 -3.460 -4.156  0.08
H23 1.824 -2.863 -5.802  0.09
H24 0.191 -2.860 -5.115  0.08
H25 3.228 -1.852 -3.200  0.09
H26 3.120 -0.131 -3.573  0.06
H27 3.606 -1.281 -4.840  0.09
H28 0.069 -0.458 -5.741  0.07
H29 1.749 -0.334 -6.277  0.09
H30 1.151 0.733 -4.990  0.07
H31 1.179 -5.640 -1.966  0.09
H32 -0.159 -6.539 -1.243  0.09
H33 0.632 -5.253 -0.317  0.07
H34 -0.312 -5.187 -3.918  0.08
H35 -1.832 -4.301 -3.703  0.07
H36 -1.691 -5.977 -3.139  0.09
H37 -1.478 -3.930 0.015  0.08
H38 -2.354 -5.274 -0.744  0.09
H39 -2.562 -3.630 -1.360  0.07

Atoms 1-3, force components in eV/Å:
0.03 -0.11 -0.01
-0.17 -0.06 -0.05
0.02 -0.05 0.01

Summary:
- 2S+1 = 6
- LUMO (spin up / spin down) (eV) = -0.3 / -0.9
- HOMO level (spin up / spin down) (eV) = -8.0 / -8.1
- energy above the lowest of the compared OMol25 structures with the same formula, charge and spin (kcal per mole) = 8.05
- HOMO-LUMO gap (spin up / spin down) (eV) = 7.68 / 7.16
- E (eV) = -103176.3778
- charge = 0